# 1
45
Properties=species:S:1:pos:R:3:forces:R:3:lowdin_charge:R:1 method="wB97M-V/def2-TZVPD" smiles=C[Si](C)(C)OCCCCCCCCCCBr charge=0 homo_lumo_gap_ev=10.64 energy_ha=-3451.5367 e_above_lowest_kcal_mol=0.2 homo_ha=-0.364
Si 2.2506 0.5189 -0.5734 -0.713 -0.956 -0.285 0.42
H -1.0025 -1.4333 0.4685 -0.042 -0.184 -0.413 0.09
H -1.9733 -0.1866 -1.8424 0.275 0.846 0.413 0.07
H -2.2705 1.9153 3.3852 0.458 -0.259 0.206 0.12
C -2.9470 -1.6723 -0.6010 0.005 1.127 0.534 -0.18
H -3.9310 -1.1788 -0.4193 0.506 -0.173 -0.443 0.11
C 0.0582 -1.3808 -3.0607 -0.529 -0.225 -0.260 -0.17
H -1.9803 0.8978 0.4134 0.201 -0.301 0.182 0.12
H 1.5292 2.6949 0.1946 -0.232 0.426 0.479 0.02
H -0.1733 0.1920 1.9732 -0.264 -0.019 -0.103 0.09
H 1.8770 -0.4804 1.7884 -0.189 -0.085 -0.404 0.02
C -1.2040 0.3082 2.3522 0.442 -0.171 -0.141 -0.28
H 3.1025 0.6852 1.6745 0.617 0.396 0.304 0.02
H 4.5404 0.0954 -1.2979 0.593 -0.092 0.264 0.03
H -0.2476 2.8181 4.5030 0.171 -0.079 0.144 0.06
H -3.1930 -2.7420 -0.6970 0.421 0.206 0.372 0.11
H -2.9714 -1.2212 -2.7080 -0.533 -0.306 -0.811 0.10
H -1.3327 -3.0366 -2.7194 0.090 0.452 0.011 0.11
H -2.3009 -1.9731 1.4532 -0.175 -0.063 0.188 0.11
C -0.1590 1.8589 3.9989 -0.040 0.727 -0.204 -0.63
H 0.9028 -2.0561 -3.1630 0.367 0.021 0.138 0.11
H -1.0987 2.4139 2.2154 0.114 0.335 -0.284 0.11
C -2.2730 -1.2068 -1.9022 0.846 -1.474 0.572 -0.19
O 0.8094 -0.1792 -1.0973 0.502 -0.182 1.247 -0.23
H 3.4110 -1.0054 -2.0750 0.086 -0.557 -0.157 0.03
C 2.6836 -0.1445 1.1316 -0.550 0.041 -0.077 -0.14
C -1.0125 -2.0986 -2.2289 -0.487 0.195 0.166 -0.18
H -0.2919 -1.2317 -4.0865 -0.078 0.275 0.017 0.12
C 2.1178 2.3575 -0.6393 0.167 0.035 -0.099 -0.15
H 1.3508 0.3854 -2.9427 -0.192 -0.289 -0.638 0.09
H -0.2931 0.7097 -2.5347 -0.414 -0.005 -0.185 0.11
C -2.1750 0.1445 1.1993 -0.875 -0.150 -0.570 -0.21
C -2.0719 -1.2880 0.6380 -0.153 -0.405 0.023 -0.21
H 0.8070 1.7851 3.5078 0.070 0.098 -0.011 0.05
H -0.4908 -2.4316 -1.3191 -0.472 0.260 0.006 0.10
H 3.4110 -0.9519 1.0806 0.116 0.027 -0.055 0.03
Br -0.1544 0.4825 5.3197 0.057 -0.390 0.849 0.67
H -1.2898 -0.5114 3.0916 -0.357 0.481 -0.317 0.08
H -3.2132 0.3765 1.5201 0.402 -0.278 0.040 0.12
C 3.5776 0.0122 -1.7676 -0.147 0.575 -0.417 -0.16
H 3.6191 0.6429 -2.6662 -0.093 -0.143 0.174 0.04
H 1.6539 2.7435 -1.5524 0.150 -0.165 0.038 0.04
H 3.1373 2.7454 -0.5602 -0.120 0.247 0.042 0.04
C -1.2616 1.6816 2.9978 -0.639 -0.361 -0.192 -0.31
C 0.4731 -0.0553 -2.4526 0.641 0.543 -0.341 -0.29

# 2
48
Properties=species:S:1:pos:R:3:forces:R:3:lowdin_charge:R:1 method="wB97M-V/def2-TZVPD" charge=+1 homo_lumo_gap_ev=7.67 energy_ha=-1137.2318 e_above_lowest_kcal_mol=7.1 homo_ha=-0.411
H 1.5623 0.3045 1.6667 0.197 0.129 0.112 0.13
N -0.9422 1.3558 0.6874 0.027 -0.042 0.301 0.10
O -1.0083 1.1181 2.9782 0.272 -0.538 -1.327 0.07
C 1.8025 -1.7623 0.1841 -0.586 -1.418 -0.542 -0.50
H -5.4619 5.3211 -0.2210 0.062 0.049 0.039 0.11
H 0.2400 -0.2078 -2.5879 -0.248 0.096 -0.172 0.02
H -1.6053 0.7083 0.2735 -0.172 -0.002 -0.103 0.08
H 1.1282 -1.3059 -3.6651 -0.078 -0.033 -0.241 0.03
H 0.6797 -0.7082 2.8361 0.391 0.174 0.279 0.13
H -0.2384 -1.0419 0.0263 -0.007 0.020 -0.288 0.09
O -3.9185 2.7265 -1.1898 -0.213 -0.137 -0.119 0.19
C 0.7976 -1.1382 -2.6480 0.548 0.044 0.803 -0.15
H 3.5168 -4.4756 0.1716 0.047 -0.032 -0.266 0.11
C 2.7187 -4.0041 0.7321 0.047 0.309 0.330 -0.13
H 4.3802 -2.8995 1.5571 0.215 -0.047 0.368 0.12
H 1.8761 1.4858 -1.1143 -0.104 0.103 0.204 0.01
H -3.1608 2.8516 1.1226 0.180 0.140 0.203 0.16
C -5.0440 2.0800 1.4038 -0.036 0.193 0.158 0.03
C 1.7010 -3.2787 -0.1610 0.200 -0.787 -0.201 -0.15
C 3.7993 -1.8659 -2.1510 -0.500 -0.094 0.392 -0.15
C 0.6408 -0.2376 1.8638 -0.687 -0.054 -0.359 -0.09
H -0.0130 -2.1844 1.3061 -0.017 -0.239 0.019 0.12
C 0.4607 -1.3468 0.8002 0.203 0.676 0.658 -0.13
H -6.0723 2.4045 1.2759 -0.014 -0.014 -0.044 0.11
C -0.4884 0.7622 1.9338 -0.459 0.621 1.077 -0.46
C 2.7160 0.8423 -1.3661 -0.036 -0.214 -0.170 -0.17
H 4.4150 -2.2450 -1.3396 0.210 0.088 0.128 0.04
O 2.8725 -1.6580 1.1078 0.138 0.589 0.077 -0.14
H 3.5175 -2.7259 -2.7509 0.015 -0.064 -0.248 0.03
H -4.8139 1.2365 0.7635 -0.013 0.022 -0.079 0.10
H 2.2432 -4.7830 1.3163 -0.075 -0.120 0.115 0.11
H 1.9048 -3.5372 -1.1985 0.151 0.257 -0.198 0.09
H 2.9855 -3.0137 2.6685 -0.017 0.042 0.206 0.12
Si 2.2820 -0.9836 -1.4787 0.202 0.567 -0.255 0.58
C -4.2241 3.5922 -0.4489 0.471 0.002 -0.428 -0.40
H -4.2458 4.0181 1.6426 0.039 -0.068 0.065 0.18
H 3.5469 1.0322 -0.6940 0.049 0.053 0.225 0.04
N -4.1235 3.2125 1.0285 0.179 -0.254 0.093 0.09
H 0.7193 -3.7131 0.0044 -0.318 0.321 0.174 0.11
H -0.1553 1.3603 0.0437 -0.030 0.037 -0.170 0.06
H 4.3793 -1.1711 -2.7472 0.180 0.016 -0.166 0.03
H -4.8539 1.8288 2.4430 0.017 -0.017 0.005 0.11
H -3.7311 5.6498 -0.4600 -0.017 0.003 0.049 0.11
C -4.5634 5.0067 -0.7565 -0.289 -0.075 0.195 0.04
C 3.2987 -2.9084 1.6335 0.001 -0.176 -0.500 -0.16
H -4.7287 5.0975 -1.8248 0.050 -0.008 -0.039 0.11
H 3.0395 1.1568 -2.3578 0.048 0.051 -0.153 0.03
H 0.1687 -1.9562 -2.3102 -0.219 -0.166 -0.206 0.03

# 3
51
Properties=species:S:1:pos:R:3:forces:R:3:lowdin_charge:R:1 method="wB97M-V/def2-TZVPD" smiles="COC[C@H](CN)OC.CCOC(=O)OC.CCOC(=O)OC" charge=0 homo_lumo_gap_ev=9.75 energy_ha=-1169.3760 homo_ha=-0.338
H 2.7673 -1.1600 -2.8532 0.004 0.011 -0.002 0.08
O -0.9397 -1.9403 -2.5338 -0.015 0.019 0.015 0.11
C 2.5654 3.3866 -0.6045 -0.014 0.111 -0.051 -0.33
H 3.8222 0.3998 -0.7400 -0.033 0.022 0.022 0.09
O 0.8817 -2.9897 -3.3673 -0.001 -0.023 0.015 0.04
H -4.3501 -1.7353 -0.7916 -0.007 0.007 -0.012 0.09
H 2.1655 0.0783 -3.9597 -0.001 0.008 0.000 0.09
H 2.1578 0.5162 -0.1207 0.055 0.011 0.010 0.09
H -4.2178 -1.5614 5.1260 0.013 -0.003 0.004 0.08
H 3.7855 5.1576 -0.3627 -0.056 0.001 0.089 0.12
H -4.4203 -3.2881 5.4467 0.012 -0.005 0.004 0.08
C -4.1085 -0.8215 -0.2537 0.019 -0.025 -0.072 -0.03
O -5.5769 -1.5187 2.8177 0.003 0.023 -0.013 0.04
H 3.4668 1.4036 0.6811 0.073 -0.056 -0.038 0.08
H -3.0487 -0.8240 -0.0046 0.003 -0.010 -0.003 0.10
C -0.1978 -2.8892 -2.5984 -0.015 0.038 0.047 -0.62
C -4.8477 -1.7709 1.7340 0.058 -0.016 -0.011 -0.62
H 6.5564 3.5926 1.1067 -0.046 -0.066 0.005 0.09
H -1.2445 -3.3160 -0.1748 -0.006 0.007 -0.002 0.10
H 3.6470 4.2150 1.1165 -0.020 -0.034 -0.099 0.12
H 0.1093 4.6105 1.2761 0.050 -0.026 0.082 0.07
H 0.2701 -1.4486 -4.6039 -0.001 0.005 0.002 0.12
C -5.5881 -2.5656 3.8084 -0.066 -0.020 -0.018 -0.21
H -4.3518 0.0487 -0.8542 0.001 0.010 0.014 0.09
H 0.6488 2.6093 -0.0426 0.028 0.070 -0.018 0.12
H 1.8432 -2.2000 -4.9364 0.004 0.021 0.000 0.12
O -4.9028 -0.7096 0.9336 0.003 0.025 0.013 0.01
H 6.1510 2.0080 0.4152 -0.046 0.027 0.013 0.09
C 1.4034 3.2904 0.3768 -0.097 -0.063 0.059 -0.25
O -0.3277 -4.0183 -1.9052 0.023 -0.009 0.009 0.01
O 5.0325 3.5735 -0.2751 -0.131 -0.169 -0.296 -0.17
H -1.4753 -5.0342 -0.5917 0.016 0.000 0.001 0.09
H -2.3510 -3.7616 -1.4863 -0.007 -0.014 0.002 0.09
C -4.3392 -2.5386 4.6585 0.001 0.018 0.017 -0.06
C 1.8703 -0.7577 -3.3251 0.047 0.010 0.052 -0.07
H 5.0934 2.7490 1.6414 -0.002 -0.024 -0.086 0.08
C 3.0895 1.0699 -0.2897 -0.036 0.014 0.162 -0.10
C 1.1896 -1.8204 -4.1540 -0.032 -0.008 -0.070 -0.20
O -4.2388 -2.7872 1.5087 0.026 -0.009 -0.002 0.11
H 0.6007 5.0890 -0.1911 0.021 -0.043 -0.046 0.07
H 1.7482 2.8553 1.3227 -0.041 0.019 -0.099 0.12
O 2.8842 2.1444 -1.1787 0.135 -0.114 -0.185 -0.15
H 2.2189 3.9792 -1.4590 0.039 -0.041 0.037 0.15
C 5.7314 2.9509 0.7734 0.182 0.090 0.190 -0.12
H 1.2024 -0.3765 -2.5538 0.005 -0.002 -0.017 0.07
H -3.4578 -2.7634 4.0597 -0.013 0.005 0.005 0.08
C -1.4233 -4.0235 -0.9826 -0.076 -0.008 0.021 -0.03
H -5.7080 -3.5236 3.3048 0.004 -0.007 0.008 0.12
N 0.9108 4.6338 0.6596 -0.047 0.121 0.013 0.01
C 3.7805 4.1376 0.0287 -0.027 0.121 0.215 -0.16
H -6.4780 -2.3553 4.3978 0.011 -0.018 0.013 0.12

# 4
53
Properties=species:S:1:pos:R:3:forces:R:3:lowdin_charge:R:1 method="wB97M-V/def2-TZVPD" charge=-1 homo_lumo_gap_ev=3.91 energy_ha=-2789.8454 e_above_lowest_kcal_mol=18.8 homo_ha=-0.053
H 27.9305 -19.6230 -9.1457 -0.221 0.046 -0.195 0.12
H 33.4685 -20.5659 -10.7934 -0.321 -0.157 0.080 0.09
C 27.1051 -15.6100 -10.0537 0.085 1.594 -0.486 -0.13
H 28.4915 -20.6561 -13.3684 -0.021 -0.179 0.074 0.10
H 27.4383 -17.5585 -8.6111 0.316 -0.648 0.932 0.13
C 29.4574 -18.3026 -9.1025 -1.239 -0.230 0.651 -0.18
H 30.3161 -17.9377 -9.6618 -0.171 -0.250 -0.241 0.12
H 27.8239 -16.7786 -14.9031 -0.059 -0.253 0.206 0.13
C 28.5145 -19.1230 -14.7718 -0.053 -0.634 -0.419 -0.22
H 30.4089 -22.1066 -16.1020 -0.516 0.002 0.047 0.08
O 31.8596 -19.7075 -9.6256 0.192 -1.203 -0.721 -0.21
C 28.8316 -16.8514 -14.4982 1.413 2.041 1.830 -0.16
H 30.7920 -13.7307 -12.6006 -0.749 0.279 -0.220 0.08
H 27.4474 -18.9088 -14.8197 -0.096 -0.603 0.050 0.12
H 31.8268 -21.3153 -15.5372 0.045 0.360 0.157 0.08
N 28.7672 -19.4577 -9.6904 1.063 -0.209 -1.054 -0.06
C 25.5238 -18.7978 -12.6846 -6.852 -3.789 6.152 -0.93
O 25.5791 -17.8402 -11.8170 3.801 3.068 -0.694 -0.17
H 31.5757 -14.8479 -11.6471 -0.141 -0.274 0.474 0.08
H 33.7968 -19.3009 -9.5505 0.363 -0.371 -0.085 0.08
H 28.9194 -19.0057 -15.7851 0.103 0.544 -0.231 0.10
H 30.7617 -20.1720 -11.3466 0.036 0.175 -0.112 0.12
C 33.1105 -19.6508 -10.3231 -0.335 1.567 1.163 -0.10
C 30.9395 -20.5398 -10.3326 -0.694 -0.296 0.043 -0.22
H 30.0329 -18.3861 -13.6876 0.239 0.653 -0.076 0.11
O 28.0531 -16.6141 -10.1596 1.162 -0.776 -1.014 -0.24
H 29.8027 -18.6719 -8.1315 0.339 0.731 0.389 0.12
H 29.8076 -20.9304 -8.5716 -0.044 -0.272 0.150 0.12
C 28.4235 -17.2095 -8.9389 -1.045 0.855 0.212 -0.20
C 30.5826 -14.6640 -12.0660 1.726 0.497 0.430 -0.15
C 29.5979 -20.6916 -9.6186 -0.102 1.417 -0.333 -0.16
H 26.1504 -15.8092 -9.5641 0.107 -0.730 -0.032 0.10
H 28.2387 -15.4868 -12.8084 0.135 -0.516 0.384 0.10
O 30.3364 -15.7222 -12.9171 -1.082 -0.411 -0.539 -0.18
O 24.2633 -19.1581 -12.8301 0.376 0.838 -3.463 -0.22
H 31.3287 -21.5581 -10.4172 0.350 -0.035 -0.053 0.12
C 28.8149 -20.5667 -14.4082 -1.564 1.028 1.543 -0.22
H 29.0008 -14.6903 -14.1287 0.242 0.114 -0.246 0.11
Cu 28.0016 -18.3924 -11.6897 -1.342 -0.657 -0.658 0.38
C 29.0547 -15.6015 -13.5247 -0.265 -1.373 -1.305 -0.18
H 29.8601 -14.5352 -11.2579 -0.198 -0.031 -0.122 0.09
H 28.7415 -16.3994 -8.2747 0.285 -0.132 0.307 0.12
O 30.1859 -20.8576 -14.4211 0.711 -0.746 0.289 -0.19
H 30.5497 -20.3275 -16.3282 0.279 -0.212 -0.492 0.08
H 29.0134 -21.4693 -10.1087 0.179 -0.180 0.107 0.13
C 30.7533 -21.1674 -15.6601 0.017 0.310 -0.242 -0.12
O 26.2936 -19.8208 -12.5491 4.321 0.330 -1.701 -0.17
N 29.0642 -18.1371 -13.8409 -0.959 -0.348 -0.057 -0.05
H 27.5697 -14.7501 -9.5554 0.013 0.124 0.413 0.08
H 29.5455 -16.7048 -15.3135 -0.013 -0.050 -0.277 0.11
H 26.9093 -15.2510 -11.0634 -0.322 -0.367 -0.008 0.08
H 33.0691 -18.8084 -11.0174 -0.022 -0.312 -0.564 0.09
H 28.1255 -21.2177 -14.9504 0.528 -0.331 -0.441 0.13

# 5
52
Properties=species:S:1:pos:R:3:forces:R:3:lowdin_charge:R:1 method="wB97M-V/def2-TZVPD" charge=0 homo_lumo_gap_ev=5.15 energy_ha=-1795.2158 e_above_lowest_kcal_mol=68.9 homo_ha=-0.270
H 3.6807 1.4011 -4.6764 -0.035 0.046 0.040 0.11
H 2.8865 0.2057 2.3080 -0.138 0.055 -0.641 0.09
C 2.8974 1.4529 -3.9232 0.127 0.353 -0.277 0.04
H 1.4075 2.5949 2.5599 -0.249 -0.654 -0.293 0.11
H -0.9259 -0.3485 -4.2159 -0.055 0.012 0.001 0.12
H -0.3571 2.9773 0.5762 -0.247 -0.326 0.382 0.11
N 1.9229 0.3462 -4.2084 0.891 -0.104 -0.609 0.09
H 2.3743 2.4045 -3.9900 0.030 -0.044 0.064 0.12
H 3.3207 1.3017 -2.9335 -0.189 -0.045 0.010 0.11
H -2.6711 2.1200 1.4304 0.447 -0.566 0.084 0.12
C 2.8243 0.3205 1.2047 0.045 0.116 -0.611 -0.19
H 1.6275 -2.9823 0.6301 -0.230 0.587 0.344 0.11
C 1.6994 1.3604 0.8073 0.877 -0.207 0.445 -0.22
H -0.6924 3.3411 2.2826 -0.115 -0.541 -0.520 0.10
O 1.1934 -0.0723 -2.1308 -0.070 0.404 -0.866 0.16
C 0.8233 1.8166 2.0109 0.060 0.680 -0.274 -0.21
S -3.8927 -0.9742 -0.2914 -2.065 -0.483 -2.282 0.55
O -4.6024 0.3452 -0.3621 1.680 -1.904 1.009 -0.40
C -1.5548 0.4250 0.4754 0.337 -0.022 0.865 -0.22
O -6.4950 -2.1955 2.4347 2.035 1.106 -1.266 -0.40
C 2.6434 -1.0687 0.5014 -0.033 -0.011 0.612 -0.22
C 0.8361 0.2744 -3.2147 -1.528 -0.762 2.244 -0.40
H -1.1977 0.6373 -2.7583 0.015 -0.231 0.024 0.09
H 3.8216 0.7178 0.8938 -0.680 -0.194 0.231 0.10
H 2.2499 -0.9052 -0.5227 0.517 -0.180 0.759 0.06
H -1.7953 1.0142 2.5680 0.029 0.464 -0.581 0.12
H 0.6526 1.0048 2.7558 -0.051 0.331 -0.684 0.12
H -4.8204 -0.5252 2.1273 -0.602 -0.665 -0.074 0.06
H 1.5554 0.3931 -5.1611 0.191 -0.066 -0.016 0.19
C -0.5164 2.5026 1.5679 0.117 -0.169 0.912 -0.21
H 0.6588 -1.6016 1.2690 0.494 -0.273 -0.129 0.08
H 2.2105 2.2695 0.4041 -0.467 -0.526 0.176 0.11
H 2.4415 -0.5252 -4.0503 -0.139 -0.060 -0.423 0.20
H 1.1837 -2.5026 3.3149 0.711 0.149 -0.218 0.08
H 1.1150 0.9261 -0.0270 0.170 0.373 0.636 0.06
H -1.6795 0.8323 -0.5501 -0.155 -0.173 0.587 0.10
O -4.0689 -2.6006 2.7674 -1.609 1.728 -1.292 -0.45
H 2.8071 -1.7239 3.1697 -0.358 -0.358 -0.311 0.06
C -2.3837 -0.8762 0.7303 1.084 0.624 -0.157 -0.26
H -0.4831 0.1202 0.5666 -0.923 0.090 -0.201 0.07
C -1.7397 1.5311 1.5814 0.299 0.080 -0.877 -0.18
H 3.6463 -1.5426 0.4262 -0.542 0.111 -0.011 0.11
S -5.1242 -1.8782 1.9762 0.604 -2.972 0.738 0.57
C 1.6723 -2.0504 1.2351 0.541 0.221 0.109 -0.23
H -1.7384 -1.7313 0.4301 -0.882 0.286 0.068 0.10
C 2.1049 -2.4328 2.6937 -0.700 -0.560 -0.242 -0.10
H -0.6370 1.4149 -4.2523 -0.087 -0.090 -0.140 0.10
H 2.5347 -3.4600 2.7065 -0.012 0.800 0.024 0.07
H -2.5455 -0.9735 1.8215 -0.383 -0.095 -0.712 0.07
C -0.5727 0.5112 -3.6403 0.367 0.538 -0.272 0.06
O -3.4166 -1.3943 -1.6532 -0.333 0.395 2.408 -0.42
N -4.8811 -2.1973 0.3341 1.211 2.733 1.206 -0.37